Entry 1:
Molecular formula: C16H49N3O22S
Method: DFT, wB97M-V/def2-TZVPD

Its LUMO energy is -1.0 eV. The frontier orbital gap comes out at 7.46 eV. The total energy comes out at -77733.62026 eV. As for the energy above the lowest of the compared OMol25 structures with the same formula, charge and spin: 66.6 kJ/mol.

```
91
Properties=species:S:1:pos:R:3:forces:R:3:mulliken_charge:R:1
N 5.37462 2.79471 -1.15165 -4.8 -1.4 0.1 -0.53
O 4.09390 -0.60455 -0.67476 -2.1 2.7 -1.7 -0.88
O 3.71199 0.01566 -3.00490 -1.3 0.9 1.6 -0.75
N 3.21620 1.82964 -1.20064 -2.9 -1.3 -0.1 -0.45
N 4.29787 2.36582 -1.16803 7.3 1.9 -0.1 0.86
C -3.15880 -0.14961 2.95109 0.5 0.6 1.5 -1.27
C 0.94425 -0.97506 -2.60138 -0.8 0.1 -1.2 -0.23
C -3.66878 -0.54137 1.77718 0.0 -1.4 -1.5 -0.28
C -1.80719 0.13309 3.05030 0.5 0.5 1.8 -1.28
C -3.31475 -1.36211 -0.47696 -2.4 -0.7 0.3 -0.46
C 0.44004 0.45394 1.95841 1.4 0.3 0.2 -0.82
C -0.44723 -1.26025 -2.65898 1.6 0.2 0.1 -0.83
C -2.55562 -1.58290 -1.52701 0.7 1.1 0.1 -1.68
C 1.23650 0.35175 0.85819 -0.1 0.3 0.7 -0.68
C 1.51598 -0.37218 -1.48405 0.0 -0.1 -1.2 0.01
C -2.77969 -0.79005 0.70164 -1.5 -0.2 0.7 0.44
C -0.92959 0.00627 2.00434 0.9 0.8 -0.4 0.90
C -1.22679 -1.12462 -1.52955 1.3 -0.1 0.2 0.92
C 0.72218 -0.26480 -0.36114 1.7 1.9 2.0 0.75
C -1.41144 -0.48334 0.78933 -1.5 -0.1 0.5 -0.72
C -0.61993 -0.61842 -0.34508 -0.1 -0.9 -1.8 -0.02
S 3.25281 0.18183 -1.61970 2.0 -3.7 0.1 1.45
H -3.77497 0.00593 3.82331 -0.1 0.0 0.1 0.51
H 1.55381 -1.19200 -3.47169 0.0 0.3 0.0 0.65
H -4.71928 -0.80415 1.69361 0.1 0.1 -0.3 0.54
H -1.46741 0.51499 4.02542 0.2 -0.3 -0.4 1.25
H -4.38774 -1.67692 -0.57480 1.0 0.6 0.7 0.44
H 0.95252 0.89697 2.81637 -0.6 -0.1 0.1 0.42
H -0.97863 -1.57919 -3.54828 0.6 -0.3 -0.2 0.55
H -2.97987 -1.96757 -2.38539 -0.6 -1.0 -1.8 0.81
H 2.27238 0.77191 0.95320 -1.1 -0.7 -0.4 0.17
O -0.48201 -0.59239 6.68851 1.0 1.3 0.8 -0.66
H 0.34405 -0.58772 7.27277 -1.9 0.3 -1.3 0.29
H -0.74367 0.36763 6.50501 1.0 -2.0 0.5 0.35
O -2.06198 -4.54379 -3.03948 -1.8 -0.7 0.4 -0.63
H -2.85009 -4.24807 -3.60090 1.3 -0.7 1.3 0.31
H -2.39965 -5.18975 -2.33772 0.5 1.5 -1.7 0.30
O -6.77872 -1.73704 -0.36696 -0.8 -0.9 1.4 -0.68
H -6.93056 -2.59289 0.15095 0.1 2.1 -1.0 0.32
H -7.20467 -0.97730 0.14794 1.0 -1.6 -0.5 0.37
O 6.29168 5.82794 -0.63317 0.8 0.5 1.8 -0.65
H 7.11651 6.40352 -0.52306 -1.9 -1.4 0.1 0.33
H 5.99676 5.52097 0.28474 1.0 0.9 -1.9 0.32
O 5.02292 -2.05884 1.31195 1.3 -0.6 -1.4 -0.69
H 4.74165 -1.61570 0.44693 0.8 -1.2 1.8 0.62
H 5.79072 -2.68598 1.10965 -1.8 1.5 0.2 0.29
O 1.89824 -0.80566 -5.91517 -1.7 1.4 -0.4 -0.66
H 0.91517 -0.95061 -6.10572 2.0 0.7 0.3 0.32
H 2.07723 0.19017 -5.92266 -0.5 -2.2 0.0 0.30
O -3.21297 2.15531 0.31525 1.9 0.3 0.2 -0.69
H -2.60382 2.96319 0.31901 -1.1 -1.9 0.0 0.31
H -2.64298 1.33020 0.44967 -0.9 1.9 -0.3 0.29
O 2.62317 -4.02319 -2.23857 -1.8 0.2 -0.9 -0.64
H 2.68426 -3.69616 -3.19412 -0.2 -0.7 1.6 0.41
H 1.65599 -4.24727 -2.04337 2.1 0.6 -0.7 0.31
O 0.54295 -2.67444 2.04210 -1.1 1.0 1.1 -0.71
H -0.11771 -1.98765 1.70209 1.4 -1.7 1.2 0.45
H 0.55009 -2.63142 3.05297 -0.3 0.2 -2.2 0.33
O -3.02696 2.84139 3.26918 0.4 -1.1 -0.7 -0.70
H -2.20752 2.25540 3.36349 -2.1 1.0 -0.5 0.27
H -3.65132 2.40527 2.60306 1.8 0.7 1.2 0.37
O 2.83502 1.84255 5.20848 -1.4 -1.2 -0.5 -0.65
H 1.83885 1.95116 5.34853 2.1 -0.8 -0.5 0.33
H 2.99577 0.94414 4.77171 -0.7 1.9 1.0 0.32
O 3.22949 -3.08459 -4.90565 0.9 1.4 -0.6 -0.71
H 4.20328 -2.83022 -5.00950 -2.3 -0.3 0.2 0.28
H 2.66517 -2.31694 -5.24625 1.5 -1.0 0.4 0.33
O 6.99867 1.78318 -3.57295 -0.7 -1.6 0.1 -0.66
H 6.55608 1.40373 -4.39992 0.7 0.2 1.8 0.38
H 6.94059 1.08998 -2.83820 0.0 1.3 -1.9 0.29
O -3.07630 1.79597 6.56957 0.1 1.5 -1.0 -0.65
H -3.63800 2.54868 6.19314 1.5 -1.6 0.6 0.32
H -2.11670 1.94683 6.28644 -2.0 0.2 0.3 0.51
O -0.44939 2.10386 5.91878 1.6 1.8 0.4 -0.73
H -0.01168 2.59621 6.68673 -0.9 -0.9 -1.7 0.32
H -0.21845 2.58855 5.06117 -0.4 -0.6 1.1 0.29
O -1.16072 1.24937 -4.90255 0.3 0.1 1.9 -0.64
H -1.80770 0.96800 -4.17729 1.7 0.8 -1.3 0.32
H -0.33295 1.62492 -4.45811 -2.0 -0.9 -0.6 0.32
O 0.33367 3.34482 3.54332 -0.3 1.9 -0.7 -0.59
H -0.11907 3.48956 2.65011 0.9 -0.1 2.0 0.29
H 0.57333 4.25047 3.92559 -0.6 -1.7 -1.2 0.26
O -7.49629 0.42471 1.04699 -0.3 2.4 -0.1 -0.70
H -7.04903 1.07826 1.67675 -1.0 -1.3 -1.6 0.33
H -7.93131 0.95278 0.30157 1.0 -0.7 1.8 0.34
O 5.24220 0.09719 -5.26408 0.1 -1.9 0.5 -0.68
H 5.58378 -0.79652 -5.59327 -0.8 2.0 0.9 0.30
H 4.77684 -0.05031 -4.37782 0.9 0.0 -1.7 0.55
O -4.38801 -3.05041 -4.34370 -1.5 1.3 -0.2 -0.68
H -5.31790 -3.14356 -3.95592 1.9 0.5 -1.0 0.34
H -4.35334 -2.19088 -4.87641 -0.4 -1.9 1.2 0.32
```
Forces are in eV/Å.

=====

Entry 2:
Molecular formula: C6H12O
Method: DFT, wB97M-V/def2-TZVPD

Its SMILES is C[C@H]1CO1.C=CC. Its LUMO energy is 1.1 eV. The frontier orbital gap comes out at 10.51 eV. The total energy comes out at -8461.78296 eV. As for the energy above the lowest of the compared OMol25 structures with the same formula, charge and spin: 248.1 kJ/mol.

```
19
Properties=species:S:1:pos:R:3:forces:R:3:nbo_charge:R:1
C 2.26018 0.99273 0.07981 0.0 0.0 0.0 -0.64
C 2.02536 -0.43532 0.51678 0.3 0.1 0.2 0.06
C 0.70372 -0.90517 0.91616 0.0 0.0 0.4 -0.14
O 1.24121 -1.23071 -0.36729 0.0 0.0 -0.1 -0.51
H 1.45299 1.32492 -0.58204 0.1 -0.1 0.2 0.22
H 3.20419 1.07323 -0.46761 -0.1 0.0 0.0 0.22
H 2.30722 1.67765 0.93345 0.0 -0.2 -0.1 0.22
H 2.88439 -0.94800 0.94822 0.0 0.0 -0.2 0.18
H -0.09649 -0.16746 0.92490 0.4 -0.5 0.1 0.21
H 0.57683 -1.76508 1.56903 0.2 0.1 0.1 0.18
C -1.58247 1.36198 0.10340 -0.2 0.0 -0.3 -0.43
C -1.43988 0.23115 -0.58334 -0.3 0.3 -0.1 -0.16
C -2.21839 -1.02760 -0.31784 -0.1 0.0 0.0 -0.66
H -2.28618 1.43259 0.93212 0.1 0.0 -0.2 0.19
H -0.98254 2.24180 -0.11634 -0.1 -0.1 0.0 0.20
H -0.66759 0.15150 -1.34981 -0.3 0.2 0.0 0.21
H -3.09029 -1.05391 -0.97883 0.0 -0.1 0.0 0.23
H -1.62426 -1.92633 -0.52106 -0.1 0.2 0.0 0.23
H -2.57998 -1.07305 0.71614 0.0 0.1 -0.2 0.21
```
Forces are in eV/Å.

=====

Entry 3:
Molecular formula: C3H8N2O2
Method: DFT, wB97M-V/def2-TZVPD

Its SMILES is NC(=O)CNCO. Its LUMO energy is 0.9 eV. The frontier orbital gap comes out at 10.12 eV. The total energy comes out at -10315.96799 eV. As for the energy above the lowest of the compared OMol25 structures with the same formula, charge and spin: 95.0 kJ/mol.

```
15
Properties=species:S:1:pos:R:3:forces:R:3:nbo_charge:R:1
N -2.36639 0.87840 1.20057 0.1 -0.3 -0.4 -0.82
C -1.59339 -0.12215 0.66124 -0.4 0.0 0.6 0.68
O -1.89733 -1.29307 0.72350 0.0 -0.1 -0.2 -0.60
C -0.37740 0.35784 -0.07701 -0.2 0.0 -0.8 -0.33
N 0.79667 -0.36468 0.31167 0.4 -0.7 0.8 -0.63
C 1.91898 -0.29003 -0.54839 0.0 0.8 0.2 0.10
O 1.56351 -0.57205 -1.89450 0.1 -0.3 -0.3 -0.75
H -3.21198 0.61744 1.67145 -0.1 -0.3 0.2 0.40
H -1.86719 1.64717 1.58951 0.1 0.6 0.0 0.39
H -0.61547 0.18306 -1.12728 -0.2 -0.1 -0.3 0.22
H -0.26330 1.44028 -0.01662 0.3 0.1 0.4 0.19
H 0.61951 -1.34090 0.52541 -0.6 0.2 -0.1 0.38
H 2.30037 0.73532 -0.48257 0.2 0.0 -0.2 0.14
H 2.65943 -0.98779 -0.15787 0.2 0.0 -0.2 0.17
H 2.33395 -0.88886 -2.37910 -0.1 0.1 0.1 0.47
```
Forces are in eV/Å.

=====

Entry 4:
Molecular formula: C7H9NO2SSi
Method: DFT, wB97M-V/def2-TZVPD

Its LUMO energy (spin up / spin down) is 0.8 / -2.9 eV. The frontier orbital gap (spin up / spin down) comes out at 5.21 / 6.50 eV. Its spin multiplicity is 3. The expectation value of S² is 2.0129. The total energy comes out at -31695.46253 eV.

```
21
Properties=species:S:1:pos:R:3:forces:R:3:mulliken_spin:R:1
C 0.14188 1.61490 3.15417 1.0 -0.2 -1.1 0.10
C 1.04922 2.11212 2.18889 -2.3 -1.5 -0.2 -0.03
C -0.74427 0.60956 2.84210 -1.0 -0.2 -0.2 -0.01
C 0.89886 1.66479 0.91292 -1.0 -0.7 -1.7 0.10
C -0.86326 0.11476 1.54441 0.8 0.3 2.2 0.06
C -0.02877 0.62777 0.61429 0.8 0.3 -1.2 0.16
C -1.72395 -1.64121 -2.92775 0.0 -0.2 0.3 0.03
N -1.81316 -0.69729 -3.59991 -0.8 0.6 -1.1 0.07
O 0.80361 -1.09916 -1.03541 0.5 0.5 1.0 0.24
O 0.07225 1.15291 -1.96693 0.3 0.6 -0.8 0.42
Si 0.96362 -2.50559 -1.88919 2.5 0.6 2.2 -0.04
S -0.35703 0.02900 -1.13201 -0.8 1.0 1.2 0.87
H 0.19161 1.98784 4.11694 0.0 0.6 1.9 0.01
H 1.77301 2.84476 2.30108 1.1 1.4 0.9 0.00
H -1.47820 0.17440 3.53176 0.7 0.4 0.2 0.00
H 1.37189 2.14429 0.07440 0.6 -0.1 0.0 0.01
H -1.44596 -0.75071 1.47997 -1.1 -1.0 -0.9 -0.01
H -2.06414 0.04084 -4.23839 0.2 -0.3 0.3 0.00
H 2.36417 -2.71837 -1.45250 0.0 -0.5 -0.5 0.01
H 0.14580 -3.43470 -1.32959 -1.6 -2.1 0.9 0.01
H 0.74281 -2.27091 -3.18925 -0.2 0.3 -3.3 0.00
```
Forces are in eV/Å.

=====

Entry 5:
Molecular formula: C4H5NO
Method: DFT, wB97M-V/def2-TZVPD

Its LUMO energy (spin up / spin down) is 0.1 / -0.3 eV. The frontier orbital gap (spin up / spin down) comes out at 7.96 / 8.02 eV. The total energy comes out at -7760.98649 eV. As for the energy above the lowest of the compared OMol25 structures with the same formula, charge and spin: 534.5 kJ/mol.

```
11
Properties=species:S:1:pos:R:3:forces:R:3:nbo_charge:R:1
C 1.56926 0.18471 -0.03865 1.1 0.6 -0.3 -0.39
C 0.21793 0.35659 0.03788 -1.3 0.5 -0.2 -0.12
C -0.82936 1.12194 -0.51651 2.0 -0.1 0.5 0.11
O -1.88706 0.33914 -0.60903 -1.6 0.2 -0.3 -0.24
N -1.78659 -0.87963 -0.05991 0.4 -0.6 0.1 -0.08
C -0.48904 -0.84580 0.55292 0.9 -0.4 0.2 -0.35
H 1.88287 -0.78395 -0.42399 0.2 0.0 0.8 0.20
H 2.34396 0.91170 0.13598 0.0 0.4 -0.5 0.20
H 0.33208 -1.60471 0.45960 -1.4 -0.7 -0.4 0.23
H -0.87025 2.02404 -1.11422 0.0 -0.1 0.3 0.21
H -0.58676 -0.81045 1.65284 -0.2 0.4 -0.1 0.23
```
Forces are in eV/Å.